Here is 13 unconnected molecules or ions with the total composition C44H124N10O13 in a non-equilibrium geometry from the Open Molecules 2025 dataset. Energies are from wB97M-V/def2-TZVPD.

Relative energy (zero: lowest compared OMol25 entry of this formula, charge and spin) in kJ/mol: 0.0
HOMO energy in eV: -8.6
HOMO-LUMO gap in eV: 8.75
Max |F| in eV/A: 2.07

Structure (ORCA input):
```
! wB97M-V def2-TZVPD RIJCOSX def2/J DEFGRID3
* xyz 0 1
O 1.04856 4.01036 -2.02398
C -2.44113 0.41454 -0.13296
H 2.16549 -5.50758 -6.46711
H -6.61442 -2.46465 0.73218
H -2.08207 -6.90487 -1.10304
C 2.95931 -5.04275 -1.12286
H 4.01459 -0.98892 7.13040
H -6.99593 6.91176 -1.58194
H 6.19011 -1.39350 4.22134
C 0.18432 2.17491 -3.48018
H 1.25493 5.95523 0.55399
H 2.35083 -4.14696 -0.96318
N -1.66379 -7.10164 -0.19916
H 1.04574 -3.51606 -6.01219
H -4.98273 -2.02914 -3.18298
H 3.39970 -1.19947 -3.93145
H 3.04084 3.05678 5.08297
H -7.51922 4.20546 -0.65796
H 1.44457 3.16937 -0.17966
C -2.10412 4.10254 1.00646
H -1.32255 -6.17485 1.63570
C -5.75308 -1.98313 0.23606
H -5.67926 6.35786 4.07054
C 0.36772 2.90253 -4.80281
H -0.37257 -0.71693 0.77775
H -3.98394 -1.44970 -1.76607
C -5.71816 2.36295 0.18048
H -0.97931 -3.82068 0.56578
C 1.08944 -1.64762 -1.30758
H 1.07954 3.71752 -4.65981
H -5.60037 8.02033 1.12616
C 2.80127 -1.18134 4.68035
H -5.22749 2.93743 0.96907
H -3.50931 -1.82741 2.58944
O -1.19401 0.23054 -0.75869
H 0.83287 -2.34420 -0.50505
H 2.36023 -5.29814 -2.98955
N 2.11734 2.62564 5.02061
H -0.35431 2.58130 4.10351
H -5.34089 -7.01955 2.82820
O 1.32586 4.63970 2.02954
H 0.51182 -6.10930 -6.19845
H 5.11611 -5.39037 -1.53195
C -5.67938 3.15149 -1.12124
H -4.51289 -0.50057 1.92309
H -6.09504 2.51457 -1.90703
H 4.85521 -1.30103 3.10918
H -3.86441 8.03400 1.40020
O -3.68506 -6.53959 1.71060
H 4.09858 -2.46241 6.44627
H 1.72825 -6.29916 -4.94289
H -5.52419 -0.75341 -2.23914
H 2.32942 1.62094 5.07624
N -7.01306 -2.86274 -1.71309
H -2.78301 -0.53088 0.30396
H 1.00985 4.91612 4.02523
H 2.64362 6.20129 1.69210
H -3.05380 -4.53530 1.54232
C -4.84098 6.27817 2.17114
C 1.69588 2.90420 3.63316
H -0.88562 3.85461 -2.59619
H -5.14201 -3.57073 -1.06508
H 4.18034 1.25062 -3.83786
C 5.86063 0.60093 0.05228
H 9.23391 0.45398 0.87314
H -5.67119 -6.08114 1.39994
C -4.97791 -1.69823 -2.14339
H -0.10179 2.67823 2.39252
H 5.65632 0.66910 -3.00929
O -0.52173 -2.78390 -4.21513
C -4.95118 -6.20399 2.21759
H 1.41083 0.44800 -1.38586
H 8.36955 -1.97163 3.32539
C -5.69397 -2.62518 -1.13810
H 5.36347 0.13875 0.90687
H -5.27598 1.36677 0.15068
H -3.64275 4.72942 3.13963
H -7.17104 6.69502 -3.28017
H 4.20466 -2.75643 1.51254
H -2.00191 3.44535 0.14373
H -0.99279 -4.69330 -4.87489
C 4.59978 0.47399 -3.19942
H 2.05095 -1.88532 -1.76278
O 3.24556 -2.69645 1.60006
H 5.04692 -2.75966 4.11373
H -4.46487 4.18252 -2.24691
H 0.16524 -5.02575 0.06540
C -0.07752 0.11760 0.11884
H 5.91476 -0.25044 -0.63455
H -3.76460 3.94398 -0.79683
H 0.43376 -1.50652 5.94327
C -4.70779 7.39930 1.12507
C 5.14662 -1.67409 4.09318
H 0.71505 2.22493 -5.58192
C 0.61710 -0.62545 5.31017
C 1.72191 4.39476 3.37036
H -1.93223 -1.51730 -3.34013
C -6.51476 4.43305 -1.04547
H 0.33057 1.21232 3.23818
H 2.38662 2.48784 -1.53461
C 8.27191 -0.03492 0.66439
H -5.66901 5.63672 1.85957
N 2.28014 -0.23979 0.37133
H 2.76661 4.11097 -0.96155
C 1.57824 5.95769 1.59197
H -1.17999 -4.52119 -1.00444
H -4.24130 7.15566 3.95011
H 2.66608 -1.00201 3.60617
H 8.63479 2.38740 -0.36891
H 2.46352 -2.21548 4.82160
C 1.37027 -5.63192 -5.72819
H 1.05147 6.70781 2.19435
N -4.29473 3.48055 -1.52816
C 8.76608 -1.54891 2.40463
C 4.44566 -0.92926 -3.74762
O -3.33600 4.77490 1.03396
H -2.03135 3.40575 1.85624
H 4.96266 -1.73527 -5.49550
N 2.21499 -3.85719 -4.28171
C 0.35075 2.29958 3.30949
C 4.24528 -0.96849 5.11127
C 1.20227 -0.27966 -0.59655
C -4.48012 -1.56737 2.16757
H -0.42892 2.67000 -1.45910
H 3.05973 -3.80259 -4.84771
H 2.00775 -2.90035 -3.99849
H 5.27380 1.42454 -0.34643
H -1.03457 0.81510 -2.61504
H 3.00066 -3.45121 2.14824
H 0.31523 -1.66679 -2.07219
H -6.95984 -3.30036 -2.62177
H 8.40145 -0.74424 -0.16174
C 1.95187 3.40639 -1.12083
H 7.22352 1.71977 1.25490
H 1.05930 1.56247 -3.24337
H 0.25114 -1.00431 4.34647
H 3.18473 -0.35449 -0.06764
C -0.05239 3.18628 -2.35395
H 0.02177 1.05512 0.67308
H 4.70804 -3.89988 -0.69753
H -6.76664 2.16967 0.43030
O 2.41243 -5.82328 -2.16659
O -4.62129 -2.34877 1.00520
C 1.09758 -4.23913 -5.19209
H -0.56382 3.36217 -5.14199
O 1.96168 -0.22820 5.33886
H -6.05193 5.13529 -0.34002
C -3.10837 -5.47126 0.97173
H -5.95867 -0.90936 0.24445
H -2.72896 6.01300 2.53916
N 7.81800 1.90288 -0.71969
C -3.60729 5.40000 2.26928
H -3.17330 0.66287 -0.90026
C 4.37261 -4.59582 -1.47932
H 2.43155 2.44895 2.95098
C 7.27425 1.07593 0.36794
H 4.49018 0.08965 5.20529
H -1.22803 4.75244 1.09772
C -7.33832 6.18500 -2.33151
H -0.02212 0.17804 5.66322
H -2.38982 1.21027 0.61445
O -6.57509 5.00538 -2.33068
C -0.89371 -4.76421 0.01704
C -1.66985 -5.89840 0.63557
H -3.76836 -5.27887 0.11593
N -0.89322 1.17913 -3.56397
H -7.53878 -3.49698 -1.11553
H 9.67356 -0.98991 2.65227
H 2.95559 -5.61834 -0.19749
H -4.91963 -5.31687 2.85616
O 5.14649 -0.94559 -4.98198
C -1.68927 -2.56931 -3.47714
N -5.09366 6.91386 3.46264
H -5.24364 -1.78177 2.92463
C -0.18417 -4.13172 -4.38144
H -0.06316 -4.63221 -3.40880
O 7.79855 -0.73030 1.79708
H 2.73044 4.80169 3.52004
H 4.39602 -4.03859 -2.41586
N 4.53208 -1.54136 6.45075
H -2.28480 -7.75912 0.26313
H -4.57434 6.93071 0.14810
H 2.17433 -1.02360 1.00858
H 7.17618 2.59897 -1.07251
H 4.89693 -1.63100 -3.03402
H 9.03797 -2.38730 1.75355
H -1.77761 1.63977 -3.77783
H -1.60768 -2.97154 -2.45788
H -2.52015 -3.08761 -3.97574
H -8.40317 6.00674 -2.16100
H 4.12650 0.61776 -2.22366
*
```